Entry 1:
14
Properties=species:S:1:pos:R:3 method="wB97M-V/def2-TZVPD" homo_lumo_gap_ev="7.53 / 7.54" total_energy_ha=-647.51726
C -0.473 1.551 0.128
C -0.910 0.346 -0.711
C -0.784 -1.071 -0.077
C 0.603 -1.406 0.180
C 1.752 0.753 0.569
N 0.676 1.523 0.713
S 1.883 -0.653 -0.690
H -1.186 2.312 0.347
H -1.907 0.435 -1.137
H -0.268 0.489 -1.522
H -1.422 -1.115 0.767
H -1.284 -1.594 -0.906
H 0.966 -2.108 0.833
H 2.353 0.540 1.506

***

Entry 2:
86
Properties=species:S:1:pos:R:3 method="wB97M-V/def2-TZVPD" homo_lumo_gap_ev=6.80 total_energy_ha=-22167.52372
C 12.384 15.544 -9.317
C 11.014 15.867 -9.787
O 10.014 16.299 -8.910
C 9.280 15.569 -8.186
O 9.446 14.365 -8.056
O 8.325 16.339 -7.526
C 7.537 15.727 -6.579
H 12.398 14.719 -8.604
H 12.856 16.400 -8.835
H 12.999 15.411 -10.207
H 10.603 15.081 -10.421
H 11.204 16.678 -10.490
H 7.105 14.775 -6.886
H 6.726 16.391 -6.279
H 8.126 15.616 -5.669
C 11.478 9.400 -11.731
C 11.721 9.155 -10.238
O 10.993 10.002 -9.273
C 11.391 11.282 -8.923
O 12.290 11.906 -9.514
O 10.552 11.783 -8.009
C 10.541 13.171 -7.603
H 10.433 9.640 -11.927
H 11.702 8.548 -12.373
H 12.033 10.265 -12.093
H 12.775 9.138 -9.960
H 11.346 8.155 -10.020
H 11.345 13.338 -6.887
H 9.535 13.168 -7.184
H 10.572 13.885 -8.426
C 4.738 17.138 -10.721
O 3.969 17.113 -9.733
N 5.419 16.041 -11.096
C 6.265 15.926 -12.306
C 5.347 14.844 -10.325
H 4.829 17.990 -11.413
H 5.781 15.389 -13.122
H 7.237 15.459 -12.142
H 6.565 16.893 -12.708
H 6.306 14.830 -9.807
H 4.624 14.805 -9.510
H 5.254 13.852 -10.767
C 7.548 10.762 -6.788
O 7.184 10.694 -7.927
N 7.774 11.919 -6.103
C 7.848 13.246 -6.805
C 8.467 12.035 -4.830
H 7.831 9.872 -6.206
H 8.852 13.582 -7.066
H 7.446 14.056 -6.195
H 7.144 13.239 -7.637
H 9.520 12.295 -4.716
H 8.091 12.977 -4.432
H 8.190 11.315 -4.060
Br 7.631 8.400 -11.460
C 6.908 10.103 -12.223
C 7.077 9.857 -13.726
Br 6.003 11.253 -14.658
H 7.537 10.764 -11.626
H 5.872 10.215 -11.905
H 6.699 8.876 -14.015
H 8.118 9.880 -14.048
Br 9.969 14.104 -10.913
C 9.216 13.516 -12.697
C 9.347 12.003 -12.883
Br 8.531 11.504 -14.639
H 9.639 13.978 -13.589
H 8.164 13.801 -12.698
H 8.972 11.470 -12.010
H 10.386 11.673 -12.859
Br 7.145 14.481 -8.775
C 8.246 12.859 -9.246
C 7.586 12.015 -10.285
Br 8.485 10.225 -10.255
H 8.443 12.345 -8.305
H 9.220 13.153 -9.636
H 7.594 12.422 -11.296
H 6.561 11.765 -10.013
Br 2.268 12.684 -12.501
C 4.014 13.574 -12.439
C 5.077 12.426 -12.491
Br 6.967 13.293 -12.466
H 4.084 14.176 -11.533
H 4.130 14.289 -13.254
H 4.914 11.736 -13.319
H 5.102 11.699 -11.679

***

Entry 3:
9
Properties=species:S:1:pos:R:3 method="wB97M-V/def2-TZVPD" homo_lumo_gap_ev="6.03 / 6.10" total_energy_ha=-457.08464
O 1.387 -0.121 -1.910
H 2.224 0.342 -1.996
C 0.419 1.142 -0.863
C 1.113 0.675 0.145
C 1.493 -0.658 0.120
C 0.715 -1.629 0.673
O -0.558 -1.395 0.987
Hg -1.131 0.329 0.370
H 1.032 -2.679 0.654

***

Entry 4:
10
Properties=species:S:1:pos:R:3 method="wB97M-V/def2-TZVPD" smiles="CN=C=C[N+]#N" homo_lumo_gap_ev=8.13 total_energy_ha=-280.55414 charge=+1
C -0.386 0.955 -0.349
N 0.171 -0.244 0.150
C 0.728 -1.039 0.805
C 1.117 -2.376 0.742
N 0.881 -2.543 -0.564
N 0.471 -2.169 -1.508
H 0.279 1.471 -0.986
H -0.679 1.674 0.585
H -1.334 0.796 -0.872
H 1.782 -2.730 1.522

***

Calculated M in order - 113.185 1105.848 282.648 82.086 g mol⁻¹
Calculated energy above the lowest of the compared OMol25 structures with the same formula, charge and spin in order - 87.7 1188.0 26.4 47.0 kcal/mol